Molecular formula: C20H62N18O12
Method: DFT, the ωB97M-V functional and the def2-TZVPD basis

Last columns: bonded neighbours and bond lengths (Å).
Atoms and positions in Å:
1 C 3.36 4.27 -1.90  O2 1.380, H10 1.126, H11 1.134, H12 1.057
2 O 3.95 3.04 -1.68  C1 1.380, C3 1.484
3 C 4.28 2.44 -2.99  O2 1.484, C4 1.514, H13 1.119, H14 1.089
4 C 4.89 1.06 -2.81  C3 1.514, N5 1.454, H15 1.094, H16 1.075
5 N 6.21 1.09 -2.20  C4 1.454, C6 1.452, H17 1.021
6 C 6.93 -0.15 -2.34  N5 1.452, C7 1.552, H18 1.023, H19 1.086
7 C 8.18 -0.32 -1.43  C6 1.552, O8 1.426, H20 1.145, H21 1.102
8 O 7.95 -0.39 -0.03  C7 1.426, C9 1.381
9 C 8.89 -1.02 0.77  O8 1.381, H22 1.112, H23 1.087, H24 1.098
10 H 2.35 4.14 -2.37  C1 1.126
11 H 4.02 4.90 -2.58  C1 1.134
12 H 3.25 4.70 -0.94  C1 1.057
13 H 4.88 3.08 -3.68  C3 1.119
14 H 3.33 2.29 -3.49  C3 1.089
15 H 4.89 0.69 -3.84  C4 1.094
16 H 4.20 0.47 -2.24  C4 1.075
17 H 6.03 1.12 -1.20  N5 1.021
18 H 7.32 -0.15 -3.29  C6 1.023
19 H 6.37 -1.08 -2.21  C6 1.086
20 H 8.85 0.58 -1.67  C7 1.145
21 H 8.64 -1.25 -1.81  C7 1.102
22 H 8.49 -1.15 1.80  C9 1.112
23 H 9.78 -0.40 0.85  C9 1.087
24 H 9.06 -2.07 0.50  C9 1.098
25 C -8.66 -3.70 6.98  O26 1.408, H34 1.130, H35 1.033, H36 1.100
26 O -8.35 -2.37 6.66  C25 1.408, C27 1.472
27 C -6.91 -2.27 6.97  O26 1.472, C28 1.541, H37 1.126, H38 1.080
28 C -6.37 -1.01 6.27  C27 1.541, N29 1.447, H39 1.127, H40 1.106
29 N -6.54 -1.00 4.83  C28 1.447, C30 1.448, H41 1.012
30 C -5.95 -1.98 3.94  N29 1.448, C31 1.474, H42 1.061, H43 1.145
31 C -4.62 -1.65 3.41  C30 1.474, O32 1.466, H44 1.085, H45 1.082
32 O -3.64 -1.77 4.49  C31 1.466, C33 1.381
33 C -2.38 -1.80 3.92  O32 1.381, H46 1.079, H47 1.078, H48 1.109
34 H -9.70 -3.93 6.60  C25 1.130
35 H -8.59 -4.08 7.93  C25 1.033
36 H -8.04 -4.30 6.30  C25 1.100
37 H -6.42 -3.25 6.70  C27 1.126
38 H -6.76 -2.14 8.03  C27 1.080
39 H -5.27 -0.92 6.50  C28 1.127
40 H -6.85 -0.07 6.58  C28 1.106
41 H -7.52 -0.83 4.65  N29 1.012
42 H -6.68 -2.08 3.18  C30 1.061
43 H -5.82 -3.02 4.42  C30 1.145
44 H -4.58 -0.68 2.92  C31 1.085
45 H -4.32 -2.37 2.66  C31 1.082
46 H -2.34 -0.97 3.23  C33 1.079
47 H -2.11 -2.69 3.39  C33 1.078
48 H -1.64 -1.70 4.73  C33 1.109
49 N 0.15 -1.25 0.96  C50 1.352, H53 0.964, H54 1.028
50 C -0.42 -0.94 -0.23  N49 1.352, N51 1.361, O52 1.239
51 N -0.94 0.32 -0.32  C50 1.361, H55 1.036, H56 0.990
52 O -0.46 -1.69 -1.21  C50 1.239
53 H 0.40 -2.16 1.13  N49 0.964
54 H 0.24 -0.52 1.68  N49 1.028
55 H -0.95 0.93 0.52  N51 1.036
56 H -1.50 0.55 -1.11  N51 0.990
57 N 0.64 4.76 1.98  C58 1.350, H61 1.013, H62 1.009
58 C 0.56 5.90 1.25  N57 1.350, N59 1.382, O60 1.229
59 N -0.11 5.89 0.03  C58 1.382, H63 0.998, H64 0.983
60 O 0.97 6.99 1.62  C58 1.229
61 H 0.20 3.87 1.83  N57 1.013
62 H 1.06 4.97 2.87  N57 1.009
63 H -0.19 6.78 -0.42  N59 0.998
64 H -0.85 5.29 -0.19  N59 0.983
65 N -2.80 2.98 -0.40  C66 1.398, H69 1.032, H70 1.001
66 C -3.17 2.84 0.94  N65 1.398, N67 1.386, O68 1.194
67 N -3.73 1.59 1.17  C66 1.386, H71 0.981, H72 1.020
68 O -2.92 3.74 1.68  C66 1.194
69 H -2.94 3.95 -0.72  N65 1.032
70 H -3.11 2.29 -1.06  N65 1.001
71 H -4.03 1.50 2.11  N67 0.981
72 H -4.47 1.33 0.53  N67 1.020
73 N -3.09 1.82 -4.23  C74 1.353, H77 1.019, H78 1.026
74 C -3.40 0.74 -3.48  N73 1.353, N75 1.365, O76 1.253
75 N -3.47 -0.47 -4.12  C74 1.365, H79 1.041, H80 0.989
76 O -3.66 0.91 -2.27  C74 1.253
77 H -2.64 1.71 -5.14  N73 1.019
78 H -2.75 2.57 -3.62  N73 1.026
79 H -3.48 -1.25 -3.43  N75 1.041
80 H -2.97 -0.71 -4.94  N75 0.989
81 N 2.78 -1.93 -1.90  C82 1.353, H85 1.004, H86 0.999
82 C 2.75 -1.71 -3.23  N81 1.353, N83 1.374, O84 1.240
83 N 3.26 -2.79 -3.92  C82 1.374, H87 1.014, H88 1.012
84 O 2.42 -0.65 -3.77  C82 1.240
85 H 2.98 -2.83 -1.51  N81 1.004
86 H 2.54 -1.15 -1.31  N81 0.999
87 H 3.07 -2.71 -4.92  N83 1.014
88 H 2.93 -3.62 -3.45  N83 1.012
89 N 3.00 2.42 1.52  C90 1.365, H93 0.986, H94 0.986
90 C 1.83 1.91 1.04  N89 1.365, N91 1.377, O92 1.251
91 N 1.75 1.80 -0.33  C90 1.377, H95 1.002, H96 1.039
92 O 0.93 1.66 1.88  C90 1.251
93 H 2.91 2.64 2.47  N89 0.986
94 H 3.66 2.96 1.02  N89 0.986
95 H 0.91 1.52 -0.80  N91 1.002
96 H 2.56 2.14 -0.88  N91 1.039
97 N -0.12 -4.63 -0.81  C98 1.376, H101 1.034, H102 0.995
98 C 1.10 -5.23 -1.02  N97 1.376, N99 1.386, O100 1.212
99 N 1.36 -6.40 -0.33  C98 1.386, H103 1.007, H104 1.052
100 O 1.98 -4.67 -1.64  C98 1.212
101 H -0.25 -3.65 -1.11  N97 1.034
102 H -0.87 -5.16 -0.42  N97 0.995
103 H 0.99 -6.61 0.58  N99 1.007
104 H 2.03 -7.09 -0.75  N99 1.052
105 N -0.03 0.47 -4.39  C106 1.361, H109 1.013, H110 1.010
106 C -0.34 0.42 -5.71  N105 1.361, N107 1.386, O108 1.215
107 N 0.75 0.40 -6.56  C106 1.386, H111 1.006, H112 0.974
108 O -1.45 0.47 -6.19  C106 1.215
109 H -0.74 0.25 -3.70  N105 1.013
110 H 0.92 0.31 -4.08  N105 1.010
111 H 1.65 0.55 -6.14  N107 1.006
112 H 0.55 0.35 -7.52  N107 0.974

Computed properties:
**Energy relative to the best compared isomer or geometry (same formula, charge and spin)**: 34.9 kcal/mol
**SMILES**: COCCNCCOC.COCCNCCOC.NC(N)=O.NC(N)=O.NC(N)=O.NC(N)=O.NC(N)=O.NC(N)=O.NC(N)=O.NC(N)=O
**Total charge**: 0
**HOMO energy**: -8.60 eV
**Molecular weight**: 746.830 g mol⁻¹

***

Molecular formula: C24H66BO31
Method: DFT, the ωB97M-V functional and the def2-TZVPD basis

Last columns: bonded neighbours and bond lengths (Å).
Atoms and positions in Å:
1 O -3.95 2.07 -1.41  C2 1.250
2 C -3.10 1.20 -1.13  O1 1.250, O3 1.302, C6 1.568
3 O -1.91 1.13 -1.66  C2 1.302, B4 1.488
4 B -1.06 0.11 -0.99  O3 1.488, O5 1.492, O8 1.510, O12 1.451
5 O -2.01 -0.61 -0.09  B4 1.492, C6 1.397
6 C -3.23 0.07 -0.06  C2 1.568, O5 1.397, O7 1.244
7 O -4.26 -0.31 0.53  C6 1.244
8 O 0.11 0.67 -0.21  B4 1.510, C9 1.295
9 C 1.12 -0.12 -0.39  O8 1.295, O10 1.263, C11 1.569
10 O 2.21 -0.02 0.23  C9 1.263
11 C 0.79 -1.14 -1.53  C9 1.569, O12 1.322, O13 1.252
12 O -0.43 -0.80 -1.93  B4 1.451, C11 1.322
13 O 1.61 -1.97 -1.99  C11 1.252
14 O -7.96 1.18 3.30  H15 0.957, H16 0.957
15 H -7.33 0.49 3.50  O14 0.957
16 H -7.73 1.47 2.42  O14 0.957
17 O -1.03 -5.27 -4.20  H18 0.957, H19 0.957
18 H -0.22 -5.78 -4.13  O17 0.957
19 H -0.80 -4.41 -3.85  O17 0.957
20 O -3.83 -0.26 -5.95  H21 0.957, H22 0.957
21 H -3.72 0.22 -5.13  O20 0.957
22 H -3.79 0.41 -6.63  O20 0.957
23 C -0.12 4.77 3.84  C24 1.550, O26 1.449, H27 1.090, H28 1.090
24 C -1.45 4.62 3.06  C23 1.550, O25 1.379, H29 1.090, H30 1.090
25 O -1.20 4.56 1.70  C24 1.379, H31 0.960
26 O 0.53 6.01 3.46  C23 1.449, H32 0.960
27 H 0.55 3.91 3.79  C23 1.090
28 H -0.41 4.84 4.89  C23 1.090
29 H -2.10 5.48 3.24  C24 1.090
30 H -1.91 3.66 3.28  C24 1.090
31 H -0.83 3.69 1.49  O25 0.960
32 H 0.03 6.48 2.79  O26 0.960
33 C -5.61 -3.93 -2.84  C34 1.551, O36 1.382, H37 1.090, H38 1.090
34 C -6.29 -4.03 -4.23  C33 1.551, O35 1.463, H39 1.090, H40 1.090
35 O -5.29 -4.03 -5.30  C34 1.463, H41 0.960
36 O -4.73 -4.98 -2.67  C33 1.382, H42 0.960
37 H -6.25 -3.90 -1.96  C33 1.090
38 H -5.24 -2.90 -2.78  C33 1.090
39 H -7.18 -3.41 -4.35  C34 1.090
40 H -6.80 -4.98 -4.08  C34 1.090
41 H -5.05 -3.11 -5.43  O35 0.960
42 H -3.92 -4.87 -3.17  O36 0.960
43 C -2.87 -7.15 1.57  C44 1.542, O46 1.447, H47 1.090, H48 1.090
44 C -1.98 -5.90 1.62  C43 1.542, O45 1.440, H49 1.090, H50 1.090
45 O -1.52 -5.82 2.98  C44 1.440, H51 0.960
46 O -4.14 -7.01 2.25  C43 1.447, H52 0.960
47 H -2.36 -8.09 1.82  C43 1.090
48 H -3.19 -7.21 0.53  C43 1.090
49 H -2.39 -4.93 1.35  C44 1.090
50 H -1.09 -6.01 0.99  C44 1.090
51 H -2.25 -5.51 3.53  O45 0.960
52 H -4.52 -6.13 2.31  O46 0.960
53 C 5.83 -1.84 -5.79  C54 1.552, O56 1.343, H57 1.090, H58 1.090
54 C 7.23 -1.29 -5.41  C53 1.552, O55 1.360, H59 1.090, H60 1.090
55 O 8.15 -2.15 -5.93  C54 1.360, H61 0.960
56 O 5.54 -2.85 -4.96  C53 1.343, H62 0.960
57 H 5.87 -2.29 -6.78  C53 1.090
58 H 4.96 -1.21 -5.90  C53 1.090
59 H 7.42 -1.27 -4.33  C54 1.090
60 H 7.39 -0.32 -5.87  C54 1.090
61 H 7.99 -3.05 -5.62  O55 0.960
62 H 4.95 -2.44 -4.31  O56 0.960
63 C 7.23 3.34 1.31  C64 1.559, O66 1.437, H67 1.090, H68 1.090
64 C 8.02 2.01 1.46  C63 1.559, O65 1.368, H69 1.090, H70 1.090
65 O 7.34 0.94 0.93  C64 1.368, H71 0.960
66 O 6.05 3.26 2.13  C63 1.437, H72 0.960
67 H 7.00 3.74 0.33  C63 1.090
68 H 7.87 4.09 1.78  C63 1.090
69 H 8.21 1.61 2.45  C64 1.090
70 H 9.02 2.07 1.02  C64 1.090
71 H 6.46 0.99 1.33  O65 0.960
72 H 5.74 4.14 2.33  O66 0.960
73 C -4.73 0.35 6.58  C74 1.549, O76 1.435, H77 1.090, H78 1.090
74 C -3.37 0.23 5.85  C73 1.549, O75 1.447, H79 1.090, H80 1.090
75 O -2.49 -0.86 6.18  C74 1.447, H81 0.960
76 O -5.66 -0.64 6.11  C73 1.435, H82 0.960
77 H -5.06 1.36 6.34  C73 1.090
78 H -4.57 0.32 7.66  C73 1.090
79 H -2.82 1.12 6.18  C74 1.090
80 H -3.50 0.20 4.77  C74 1.090
81 H -1.76 -0.57 6.73  O75 0.960
82 H -6.56 -0.50 6.43  O76 0.960
83 C 2.89 4.81 -3.61  C84 1.579, O86 1.363, H87 1.090, H88 1.090
84 C 1.81 4.12 -4.53  C83 1.579, O85 1.443, H89 1.090, H90 1.090
85 O 2.16 2.80 -4.99  C84 1.443, H91 0.960
86 O 4.09 4.98 -4.23  C83 1.363, H92 0.960
87 H 2.98 4.28 -2.67  C83 1.090
88 H 2.46 5.77 -3.31  C83 1.090
89 H 1.63 4.68 -5.45  C84 1.090
90 H 0.86 3.95 -4.01  C84 1.090
91 H 3.10 2.88 -5.15  O85 0.960
92 H 4.29 5.92 -4.28  O86 0.960
93 C -6.33 7.22 -3.52  C94 1.543, O96 1.386, H97 1.090, H98 1.090
94 C -7.00 8.61 -3.44  C93 1.543, O95 1.408, H99 1.090, H100 1.090
95 O -8.03 8.61 -2.48  C94 1.408, H101 0.960
96 O -6.11 6.82 -2.21  C93 1.386, H102 0.960
97 H -5.48 7.11 -4.19  C93 1.090
98 H -7.08 6.52 -3.89  C93 1.090
99 H -7.27 9.06 -4.40  C94 1.090
100 H -6.27 9.36 -3.15  C94 1.090
101 H -7.77 8.02 -1.77  O95 0.960
102 H -5.81 5.90 -2.16  O96 0.960
103 C 4.47 -5.06 1.67  C104 1.534, O106 1.449, H107 1.090, H108 1.090
104 C 5.35 -5.65 0.56  C103 1.534, O105 1.410, H109 1.090, H110 1.090
105 O 4.70 -6.70 -0.13  C104 1.410, H111 0.960
106 O 4.78 -5.65 2.95  C103 1.449, H112 0.960
107 H 3.49 -5.44 1.39  C103 1.090
108 H 4.59 -3.98 1.67  C103 1.090
109 H 6.29 -5.88 1.04  C104 1.090
110 H 5.49 -4.82 -0.12  C104 1.090
111 H 3.92 -6.36 -0.57  O105 0.960
112 H 5.36 -6.42 2.87  O106 0.960
113 C 4.28 -0.83 5.62  C114 1.584, O116 1.474, H117 1.090, H118 1.090
114 C 2.86 -0.18 5.35  C113 1.584, O115 1.467, H119 1.090, H120 1.090
115 O 2.25 -0.04 6.68  C114 1.467, H121 0.960
116 O 4.29 -2.24 6.03  C113 1.474, H122 0.960
117 H 4.70 -0.33 6.49  C113 1.090
118 H 4.82 -0.72 4.68  C113 1.090
119 H 2.27 -0.68 4.59  C114 1.090
120 H 3.01 0.74 4.79  C114 1.090
121 H 2.37 0.80 7.13  O115 0.960
122 H 3.96 -2.84 5.35  O116 0.960

Computed properties:
**Energy relative to the best compared isomer or geometry (same formula, charge and spin)**: 32.7 kcal/mol
**Total charge**: -1
**HOMO energy**: -7.87 eV
**Molecular weight**: 861.573 g mol⁻¹

***

Molecular formula: C4H9NO2
Method: DFT, the ωB97M-V functional and the def2-TZVPD basis

Last columns: bonded neighbours and bond lengths (Å).
Atoms and positions in Å:
1 C -2.53 -0.20 0.47  N2 1.460, H8 1.090, H9 1.090, H10 1.096
2 N -1.26 -0.44 -0.20  C1 1.460, C3 1.311, H11 1.018
3 C -0.18 0.23 0.11  N2 1.311, C4 1.596, H13 1.092
4 C 0.72 0.85 -1.05  C3 1.596, O5 1.236, O6 1.223
5 O -0.02 1.15 -2.00  C4 1.236
6 O 1.90 1.00 -0.80  C4 1.223
7 C 2.23 -0.53 0.88  H12 1.220, H14 1.102, H15 1.097, H16 1.077
8 H -2.42 -0.33 1.55  C1 1.090
9 H -3.30 -0.89 0.11  C1 1.090
10 H -2.86 0.83 0.27  C1 1.096
11 H -1.32 -0.61 -1.21  N2 1.018
12 H 1.06 -0.51 0.55  C7 1.220
13 H -0.24 0.81 1.04  C3 1.092
14 H 2.71 0.40 1.22  C7 1.102
15 H 2.84 -0.96 0.07  C7 1.097
16 H 2.06 -1.21 1.70  C7 1.077

Computed properties:
**Energy relative to the best compared isomer or geometry (same formula, charge and spin)**: 92.7 kcal/mol
**Total charge**: 0
**HOMO energy**: -9.23 eV
**Molecular weight**: 103.121 g mol⁻¹

***

Kohn-Sham gap values (in eV) by entry order: 8.9; 9.5; 8.5.